w | DFT (ωB97M-V with the def2-TZVPD basis set) results for an isolated ion of composition C3H3ClNO and charge +1.

The value obtained for the orbital gap is 8.36 eV. The LUMO energy is -0.277 hartree. Its charge is +1.

Geometry as XYZ:
```
9
C3H3ClNO | the OMol25 dataset | ωB97M-V with the def2-TZVPD basis set
C -0.8399 -0.3185 0.0211
C -2.1711 -0.0212 0.0648
C -0.1048 0.9536 -0.1120
N -2.2865 1.3673 0.1165
O -1.1603 1.8336 -0.0125
Cl -3.6445 -0.8466 -0.0655
H -0.2091 -1.1535 0.2887
H 0.6151 0.5981 -0.8192
H 0.5453 1.3440 0.7173
```

Results of the Mulliken charge analysis, in e, for atoms 1 through 2: -0.131 0.230

x | DFT (ωB97M-V with the def2-TZVPD basis set) results for an isolated ion of composition C3H3ClNO and charge +1.

The value obtained for the orbital gap is 7.59 eV. The LUMO energy is -0.297 hartree. Its charge is +1.

Geometry as XYZ:
```
9
C3H3ClNO | the OMol25 dataset | ωB97M-V with the def2-TZVPD basis set
C -0.8808 1.2125 0.4762
C -0.2839 0.0403 0.6770
C 0.5062 -0.9225 -0.3107
Cl 0.8579 -2.3949 0.2907
N 0.9124 -0.5922 -1.4039
O 1.4105 -0.3413 -2.4157
H -1.3581 1.6796 1.3848
H -0.8538 1.7641 -0.3377
H -0.3105 -0.4455 1.6392
```

Results of the Mulliken charge analysis, in e, for atoms 1 through 2: -0.683 -0.166

Short version: x is the least stable of them.

w | DFT (ωB97M-V with the def2-TZVPD basis set) results for the molecule CH3N3S2.

The value obtained for the orbital gap is 8.20 eV. The LUMO energy is 0.018 hartree.

Geometry as XYZ:
```
9
CH3N3S2 | the OMol25 dataset | ωB97M-V with the def2-TZVPD basis set
N 1.2266 -1.1952 -0.2935
N 0.2485 -0.5740 0.4320
N 0.2620 0.7446 0.4392
C -0.7637 1.4257 0.1898
S -2.2515 0.6394 -0.3601
S -1.4978 -1.2325 0.0057
H 1.8887 -1.6782 0.2989
H 1.6681 -0.6218 -1.0044
H -0.7809 2.4922 0.2924
```

Results of the Mulliken charge analysis, in e, for atoms 1 through 2: -0.427 0.209

x | DFT (ωB97M-V with the def2-TZVPD basis set) results for a 2-piece molecular cluster, CH3N3S2 overall.

The value obtained for the orbital gap (spin up / spin down) is 7.57 / 8.58 eV. The LUMO energy (spin up / spin down) is 0.000 / -0.028 hartree.

Geometry as XYZ:
```
9
CH3N3S2 | the OMol25 dataset | ωB97M-V with the def2-TZVPD basis set
C 1.0320 -1.3511 0.1478
N 0.0980 -0.7234 0.7361
N 0.0903 0.5601 0.7401
N -1.7665 0.8001 -0.6366
S 2.3040 -0.4096 -0.6375
S 1.3822 1.3121 0.0499
H 1.0838 -2.4203 0.1094
H -1.7893 1.8128 -0.5353
H -2.4345 0.4193 0.0261
```

Results of the Mulliken charge analysis, in e, for atoms 1 through 2: 0.044 -0.219

Short version: x is the least stable of them.

w | DFT (ωB97M-V with the def2-TZVPD basis set) results for the molecule C6H7ClS.

The value obtained for the orbital gap is 8.72 eV. The LUMO energy is 0.003 hartree.

Geometry as XYZ:
```
15
C6H7ClS | the OMol25 dataset | ωB97M-V with the def2-TZVPD basis set
C -3.9264 -0.6632 -0.8280
C -2.7486 -0.0248 -0.6732
C -1.7590 0.0010 0.3999
C -1.8423 -0.7458 1.5078
S -0.3888 1.1666 0.1646
C 1.0121 0.1967 -0.3107
C 2.2491 0.4149 0.1635
Cl 3.5557 -0.6302 -0.2611
H -4.2176 -1.4954 -0.2254
H -4.6209 -0.4628 -1.6404
H -2.5467 0.6593 -1.5515
H -1.3188 -0.8600 2.4654
H -2.6734 -1.5148 1.3981
H 0.8367 -0.4970 -1.1144
H 2.4057 1.1459 0.9160
```

Results of the Mulliken charge analysis, in e, for atoms 1 through 2: -0.835 0.025

x | DFT (ωB97M-V with the def2-TZVPD basis set) results for C6H7ClS as an isolated structure.

The value obtained for the orbital gap is 9.38 eV. The LUMO energy is 0.019 hartree.

Geometry as XYZ:
```
15
C6H7ClS | the OMol25 dataset | ωB97M-V with the def2-TZVPD basis set
C 0.8628 -0.0616 0.1206
C -0.0563 -0.9935 -0.8458
C -1.2248 -0.2850 0.0165
C -0.1799 -0.4712 1.1277
C -1.0381 1.2061 -0.2382
C 0.3485 1.2997 -0.1118
H 2.9736 0.4759 -0.9310
H 0.0617 -1.9785 -0.4915
H -0.0377 -0.7457 -2.0402
H -0.4002 -1.4773 1.4013
H -0.3105 0.1594 1.9910
H -1.7396 1.9330 0.2033
H 1.0947 2.0984 -0.1470
S 2.5758 -0.5888 0.0106
Cl -2.9300 -0.5710 -0.0655
```

Results of the Mulliken charge analysis, in e, for atoms 1 through 2: 0.192 -0.479

Short version: x is the least stable of them.